1.
Molecular formula: H6O3
Method: DFT, ωB97M-V/def2-TZVPD

Output
Calculated total energy   -6239.384 eV
Largest force on an atom   3.2 eV Å⁻¹
Lowest unoccupied orbital energy   0.4 eV
Gap between HOMO and LUMO   11.769 eV

Last column: Löwdin charge in e.
Positions of all 9 atoms, in Å:
H  -2.5759  -0.4370  0.4465  -0.0053
H  -3.2650  0.2225  -0.6616  0.0455
H  2.5168  -0.7890  -0.7031  0.0344
H  1.4204  -1.7759  -0.0140  0.0911
H  0.9495  1.4113  1.0092  0.0907
H  1.4990  1.1896  -0.3347  -0.0142
O  -3.4321  -0.3669  0.0911  -0.0420
O  2.1559  -1.0917  0.1422  -0.0940
O  0.7315  1.6371  0.0245  -0.1063

Forces on the atoms, in the same order (eV/Å):
1.7 -0.3 1.0
-0.4 -0.2 0.2
-0.4 -0.6 0.1
1.8 1.7 -0.1
-1.0 0.8 -2.4
0.1 -0.1 -0.6
-1.3 0.5 -1.2
-1.3 -1.2 0.0
0.8 -0.6 3.1

=====

2.
Molecular formula: C3H5NO
Method: DFT, ωB97M-V/def2-TZVPD

Output
Calculated total energy   -6726.627 eV
Largest force on an atom   1.1 eV Å⁻¹
Lowest unoccupied orbital energy   0.9 eV
Gap between HOMO and LUMO   10.861 eV

Last column: Löwdin charge in e.
Positions of all 10 atoms, in Å:
C  -1.3031  0.7880  0.4724  -0.0456
O  -0.3485  0.9051  -0.5852  -0.0387
C  1.2294  -1.1150  -0.5217  -0.0356
C  0.7446  0.1988  -0.3547  -0.5518
N  1.8825  0.2331  0.1508  0.2285
H  -1.4311  1.7929  0.8669  0.0911
H  -0.9546  0.1254  1.2739  0.0986
H  -2.2410  0.4031  0.0646  0.0922
H  1.5720  -1.4346  -1.5048  0.0806
H  0.8501  -1.8968  0.1377  0.0806

Forces on the atoms, in the same order (eV/Å):
-0.4 0.1 0.3
0.2 0.5 -0.1
0.1 -0.3 0.0
0.1 -0.1 0.0
-0.6 -0.7 -0.6
-0.2 -0.1 0.2
0.0 0.1 -0.2
0.1 0.1 0.0
0.3 0.1 0.3
0.5 0.1 0.1

=====

3.
Molecular formula: C50H32N13S3Tl
Method: DFT, ωB97M-V/def2-TZVPD

Output
Calculated total energy   -108941.074 eV
Largest force on an atom   0.8 eV Å⁻¹
Lowest unoccupied orbital energy (alpha / beta)   -1.3 / -1.4 eV
Gap between HOMO and LUMO (alpha / beta)   5.031 / 4.913 eV

Last column: Löwdin charge in e.
Positions of all 99 atoms, in Å:
Tl  -0.5330  0.7223  -0.3028  0.8695
C  -0.5581  0.3537  -6.9341  -0.0775
C  -1.6076  1.2729  -6.8253  -0.0752
C  -2.2306  1.5122  -5.6100  -0.0031
C  -1.7644  0.8184  -4.5031  -0.0994
C  -2.1392  0.8513  -3.0890  -0.2793
N  -1.2881  0.0504  -2.3830  0.0824
C  -0.4499  -0.5795  -3.2545  -0.2847
N  0.4156  -1.5342  -2.9775  0.2097
C  0.6953  -1.9376  -1.7413  -0.2792
C  1.5124  -3.1078  -1.4542  -0.1102
C  2.1558  -4.0205  -2.2811  -0.0156
C  2.8580  -5.0495  -1.6770  -0.0796
C  2.9057  -5.1735  -0.2805  -0.0778
C  2.2549  -4.2726  0.5436  -0.0103
C  1.5635  -3.2286  -0.0603  -0.1033
C  0.7593  -2.1422  0.4742  -0.2870
N  0.4941  -2.0140  1.7697  0.2195
C  -0.4265  -1.2068  2.2586  -0.2913
N  -1.2359  -0.3599  1.5660  0.0744
C  -2.1769  0.1558  2.4031  -0.2812
N  -3.2442  0.8621  2.0758  0.2124
C  -3.5739  1.1917  0.8353  -0.2997
N  -2.8419  1.0455  -0.3018  0.0728
C  -3.5642  1.4838  -1.3586  -0.2732
N  -3.1998  1.4874  -2.6364  0.2230
C  -4.8520  1.9898  -0.8871  -0.1105
C  -5.9532  2.5157  -1.5428  -0.0071
C  -7.0547  2.8624  -0.7746  -0.0753
C  -7.0584  2.6801  0.6124  -0.0764
C  -5.9608  2.1409  1.2660  -0.0139
C  -4.8586  1.8009  0.4966  -0.1216
C  -1.9004  -0.3092  3.7625  -0.0971
C  -2.5108  -0.0562  4.9824  -0.0073
C  -1.9894  -0.6806  6.1049  -0.0757
C  -0.8987  -1.5531  6.0075  -0.0754
C  -0.2973  -1.8164  4.7873  -0.0116
C  -0.8035  -1.1712  3.6688  -0.1020
N  0.3113  -1.3744  -0.5638  0.0876
C  -0.7139  -0.0958  -4.6110  -0.1067
C  -0.1009  -0.3479  -5.8285  -0.0154
H  -0.0964  0.1911  -7.9005  0.1009
H  -1.9357  1.8084  -7.7080  0.1018
H  -3.0487  2.2150  -5.5146  0.1167
H  2.1015  -3.9193  -3.3583  0.1125
H  3.3710  -5.7788  -2.2918  0.1002
H  3.4557  -5.9982  0.1557  0.1010
H  2.2734  -4.3728  1.6226  0.1055
H  -5.9500  2.6552  -2.6164  0.1156
H  -7.9320  3.2760  -1.2559  0.1010
H  -7.9343  2.9618  1.1835  0.1008
H  -5.9534  1.9824  2.3375  0.1145
H  -3.3639  0.6070  5.0483  0.1147
H  -2.4352  -0.4956  7.0742  0.1015
H  -0.5288  -2.0345  6.9054  0.1009
H  0.5361  -2.5017  4.6964  0.0957
H  0.7098  -1.0622  -5.9014  0.1138
C  -3.3878  5.0649  0.8194  -0.4155
S  -2.6204  4.9980  -0.8126  0.8698
C  -1.3130  3.8462  -0.6095  -1.1012
S  -0.9257  3.1720  0.9158  0.6645
N  -0.7469  3.5869  -1.7528  -0.1042
N  0.1722  2.5901  -1.7907  -0.0535
C  0.9486  2.6619  -2.8030  -0.0668
C  2.0454  1.7566  -3.1365  -0.2598
C  2.6420  1.9074  -4.3893  -0.0160
C  3.6796  1.0692  -4.7485  -0.0550
C  4.1021  0.1116  -3.8397  -0.0460
C  3.4646  0.0533  -2.6094  -0.1319
N  2.4615  0.8468  -2.2542  0.1248
H  -4.3262  5.5987  0.6745  0.0363
H  -3.5826  4.0594  1.1828  0.0000
H  -2.7561  5.6036  1.5222  0.0311
H  0.7878  3.4940  -3.4871  0.1323
H  2.2795  2.6718  -5.0661  0.1171
H  4.1554  1.1617  -5.7166  0.1107
H  4.9027  -0.5777  -4.0713  0.1061
H  3.7884  -0.6805  -1.8756  0.1077
S  4.6735  -0.1091  4.3755  0.9886
C  3.4689  0.3272  3.1294  -0.4965
C  2.3561  1.0840  3.4649  -0.0513
C  1.4182  1.3579  2.4818  -0.1438
N  1.5370  0.9261  1.2267  0.0212
C  2.6289  0.2278  0.9053  -0.1229
C  3.6198  -0.0883  1.8157  -0.0480
C  4.3766  -1.8781  4.3678  -0.5123
C  5.0875  -2.7225  3.5294  -0.0837
C  4.7865  -4.0775  3.5578  -0.1465
N  3.8625  -4.6094  4.3544  0.0655
C  3.2014  -3.7875  5.1669  -0.1441
C  3.4177  -2.4167  5.2127  -0.0845
H  2.2051  1.4342  4.4773  0.1128
H  0.5227  1.9180  2.7199  0.0675
H  2.7000  -0.0690  -0.1312  0.0693
H  4.4754  -0.6718  1.5048  0.1084
H  5.8582  -2.3392  2.8744  0.1042
H  5.3167  -4.7705  2.9124  0.1077
H  2.4583  -4.2495  5.8095  0.1085
H  2.8501  -1.7817  5.8799  0.1048

Forces on the atoms, in the same order (eV/Å):
0.1 0.7 0.2
0.0 0.0 0.0
0.0 0.0 0.0
-0.1 0.0 0.0
0.1 0.0 -0.1
-0.2 -0.1 0.2
0.0 0.0 -0.1
0.1 -0.2 0.2
0.0 0.2 -0.1
0.1 0.1 0.0
0.0 0.1 0.1
0.1 -0.1 0.0
0.0 0.1 -0.1
0.0 0.0 0.0
0.0 0.0 0.1
-0.1 0.0 -0.2
0.0 0.0 0.1
0.0 0.0 0.0
0.1 -0.1 -0.1
-0.2 -0.2 0.1
-0.1 0.0 -0.1
0.0 0.0 0.0
0.1 0.1 0.1
-0.3 -0.4 -0.1
0.2 0.1 0.1
0.0 0.0 -0.2
0.0 -0.1 0.1
-0.1 0.1 -0.1
0.0 0.0 0.0
0.1 0.0 0.1
0.0 0.0 0.0
0.0 -0.1 -0.1
0.1 0.0 0.0
-0.1 0.0 0.1
0.0 0.0 0.0
0.0 0.0 0.0
0.0 0.0 0.0
-0.1 0.1 0.0
-0.2 -0.1 0.0
0.0 0.2 0.0
0.0 0.0 0.0
0.0 0.0 0.0
0.0 0.0 0.0
0.0 0.0 0.0
0.0 0.0 0.0
0.0 0.0 0.0
0.0 0.0 0.0
0.0 0.0 0.0
0.0 0.0 0.0
0.0 0.0 0.0
0.0 0.0 0.0
0.0 0.0 0.0
0.0 0.0 0.0
0.0 0.0 0.0
0.0 0.0 0.0
0.0 0.0 0.0
0.0 0.0 0.0
0.2 0.0 -0.1
-0.1 0.1 0.0
0.1 -0.3 -0.1
0.2 -0.2 0.0
-0.5 0.3 -0.1
0.4 -0.2 0.0
-0.1 0.3 0.0
0.1 -0.2 -0.1
-0.1 0.1 0.0
0.1 -0.1 0.0
0.0 0.1 -0.1
0.0 -0.1 0.0
-0.1 -0.1 0.1
0.0 0.0 0.0
-0.1 0.1 0.0
-0.1 0.0 0.0
0.0 0.0 0.0
0.0 0.0 0.0
0.0 0.0 0.0
0.0 0.0 0.0
-0.1 0.0 0.0
-0.1 -0.1 -0.1
0.0 0.0 0.1
0.0 0.0 0.0
0.0 -0.1 -0.1
0.3 -0.2 0.0
0.0 0.1 0.0
-0.1 0.0 -0.1
0.0 0.2 0.0
0.0 0.0 0.0
0.0 0.0 0.0
0.0 0.0 0.0
0.0 0.0 -0.1
0.0 -0.1 0.0
0.0 0.0 0.0
0.0 0.0 0.0
0.0 -0.1 0.0
0.0 0.0 0.0
0.0 0.0 0.0
0.0 0.0 0.0
0.0 0.0 0.0
0.0 0.0 0.0

=====

4.
Molecular formula: C22H22CrIN2O5
Method: DFT, ωB97M-V/def2-TZVPD

Output
Calculated total energy   -72913.811 eV
Spin multiplicity   2
Largest force on an atom   0.7 eV Å⁻¹
Lowest unoccupied orbital energy (alpha / beta)   0.0 / -0.2 eV
Gap between HOMO and LUMO (alpha / beta)   8.837 / 8.063 eV

Last column: Löwdin charge in e.
Positions of all 53 atoms, in Å:
Cr  -0.0038  -0.1320  -0.1022  0.7715
C  0.8478  1.6605  -1.0083  -0.2603
C  1.9155  0.7713  -0.7206  -0.2508
C  1.7534  -0.3845  -1.5312  -0.2446
C  0.5834  -0.2227  -2.3096  -0.2488
C  -0.0080  1.0214  -1.9660  -0.2605
C  -1.2386  1.6386  -2.5526  -0.0046
C  0.1784  -1.1258  -3.4342  -0.0244
C  2.6998  -1.5368  -1.5873  -0.0029
C  3.0431  0.9947  0.2395  0.0010
C  0.6817  3.0548  -0.4998  0.0001
H  -0.9892  2.5585  -3.0864  0.0923
H  -1.9493  1.8923  -1.7651  0.0829
H  -1.7248  0.9663  -3.2590  0.0756
H  0.7627  -0.8772  -4.3236  0.0974
H  -0.8747  -1.0162  -3.6900  0.0724
H  0.3704  -2.1753  -3.2110  0.0739
H  3.5256  -1.3005  -2.2642  0.0989
H  2.2114  -2.4406  -1.9468  0.0851
H  3.1137  -1.7659  -0.6070  0.0788
H  3.9379  1.3363  -0.2864  0.0955
H  3.3074  0.0741  0.7625  0.0827
H  2.7880  1.7467  0.9862  0.0810
H  -0.3680  3.3224  -0.3990  0.0852
H  1.1460  3.7550  -1.1995  0.0978
H  1.1642  3.1941  0.4685  0.0863
O  1.3764  1.0000  5.7009  0.0916
C  1.0413  0.6833  4.4343  -0.2697
C  1.5436  -0.4473  3.7881  0.0866
C  1.1410  -0.6789  2.4932  -0.1452
N  0.3196  0.1522  1.8652  0.0794
C  -0.2079  1.2019  2.4869  -0.1287
C  0.1318  1.5175  3.7810  0.0989
C  -1.2554  1.8880  1.6293  -0.5774
O  -1.8596  2.8552  2.0487  0.0843
O  -1.3994  1.2997  0.4874  -0.1293
C  1.4780  -1.8922  1.6401  -0.5735
O  2.2815  -2.7147  2.0357  0.0764
O  0.8045  -1.9002  0.5393  -0.0945
H  1.9921  0.3481  6.0532  0.1175
H  2.2155  -1.1472  4.2696  0.1356
H  -0.3130  2.3691  4.2758  0.1400
I  -5.9724  -0.6128  0.6875  0.9076
C  -4.2106  -1.3064  -0.1779  -0.7011
C  -4.2401  -2.1480  -1.2768  -0.1208
C  -3.0340  -2.5965  -1.7847  -0.0345
C  -1.8606  -2.1659  -1.1937  -0.1057
N  -1.8278  -1.3154  -0.1630  0.0344
C  -2.9940  -0.9004  0.3424  -0.1622
H  -5.1804  -2.4560  -1.7135  0.1022
H  -2.9959  -3.2765  -2.6242  0.1151
H  -0.8983  -2.5358  -1.5178  0.1078
H  -2.9497  -0.2304  1.1859  0.1037

Forces on the atoms, in the same order (eV/Å):
-0.4 0.2 0.4
0.0 -0.2 0.1
0.0 0.0 0.0
0.0 0.1 0.0
0.1 -0.1 0.0
0.1 0.1 0.1
0.0 0.0 0.0
0.0 0.0 0.0
0.0 0.0 0.0
0.0 0.0 0.0
0.0 0.0 0.0
0.0 0.0 0.0
0.0 0.0 0.0
0.0 0.0 0.0
0.0 0.0 0.0
0.0 0.0 0.0
0.0 0.0 0.0
0.0 0.0 0.0
0.0 0.0 0.0
0.0 0.0 0.0
0.0 0.0 0.0
0.0 0.0 0.0
0.0 0.0 0.0
0.0 0.0 0.0
0.0 0.0 0.0
0.0 0.0 0.0
0.0 0.0 0.0
0.0 0.0 0.0
0.0 0.0 0.0
0.0 0.0 0.0
0.2 0.0 0.0
-0.1 0.0 0.0
0.0 0.0 0.0
0.1 0.1 -0.1
0.0 0.0 0.0
0.0 -0.2 0.1
0.0 0.0 -0.1
0.0 0.0 0.0
0.0 0.0 0.0
0.0 0.0 0.0
0.0 0.0 0.0
0.0 0.0 0.0
0.0 0.0 0.0
-0.1 0.0 0.1
0.0 0.0 0.0
0.0 0.0 0.0
0.2 -0.3 0.2
-0.1 0.4 -0.6
0.0 -0.1 0.1
0.0 0.0 0.0
0.0 0.0 0.0
0.0 0.0 0.0
0.0 0.1 -0.1

=====

5.
Molecular formula: C5H16N3
Method: DFT, ωB97M-V/def2-TZVPD

Output
Calculated total energy   -9906.236 eV
Charge   +1
Largest force on an atom   4.2 eV Å⁻¹
Lowest unoccupied orbital energy   -3.2 eV
Gap between HOMO and LUMO   8.534 eV

Last column: Löwdin charge in e.
Positions of all 24 atoms, in Å:
C  1.0605  -1.4236  -1.1447  -0.1935
N  0.4702  -0.4140  -0.3405  -0.1387
C  -0.9709  -0.5898  0.2129  -0.1706
C  -1.3027  0.8347  0.7038  -0.1546
C  -0.7593  0.8668  2.2719  -0.2925
N  -1.8244  0.4264  3.1307  -0.0605
C  2.0274  -0.5361  -2.0830  -0.1296
N  1.2398  0.6875  -2.5308  0.1144
H  0.3440  -1.9078  -1.8684  0.1395
H  1.6222  -2.2169  -0.5423  0.1516
H  1.1780  -0.2282  0.3972  0.1509
H  -0.9366  -1.3471  0.9095  0.0835
H  -1.7096  -0.8615  -0.5467  0.1197
H  -0.7715  1.6767  0.1120  0.1108
H  -2.4615  0.9998  0.7762  0.1348
H  -0.0384  0.1148  2.5778  0.0907
H  -0.2316  1.7795  2.5710  0.1052
H  -2.6284  1.0497  3.4000  0.0963
H  -2.2826  -0.4218  2.6597  0.0974
H  3.0044  -0.2187  -1.6009  0.1421
H  2.5197  -1.0917  -2.8327  0.0967
H  0.4364  0.6177  -1.6785  0.1712
H  0.7801  0.6093  -3.4699  0.1727
H  1.6465  1.6347  -2.4450  0.1627

Forces on the atoms, in the same order (eV/Å):
1.3 -0.4 -1.8
-1.8 0.0 0.8
1.5 3.1 -2.5
0.1 0.6 2.5
-1.0 0.3 -1.1
-2.8 -1.0 0.5
1.5 0.2 1.6
-1.7 -0.6 0.4
0.4 0.3 1.1
-0.6 1.0 -1.2
-1.3 0.2 -0.2
-0.3 -1.4 2.0
0.7 -0.2 -0.5
-1.1 -1.6 0.6
2.3 -0.1 -0.3
0.8 -0.4 -1.3
-0.9 0.3 -0.1
1.5 -0.4 -0.8
0.9 1.6 1.2
-1.6 0.2 0.4
-0.5 -0.6 -1.7
1.5 0.0 -0.6
0.7 -0.1 1.0
0.2 -0.9 -0.1

=====

6.
Molecular formula: C11H14N2O2
Method: DFT, ωB97M-V/def2-TZVPD

Output
Calculated total energy   -18704.052 eV
Largest force on an atom   4.2 eV Å⁻¹
Lowest unoccupied orbital energy (alpha / beta)   0.9 / 0.9 eV
Gap between HOMO and LUMO (alpha / beta)   8.271 / 8.267 eV

Last column: Löwdin charge in e.
Positions of all 29 atoms, in Å:
C  1.8791  -0.4383  -1.3682  0.1458
C  2.6930  -0.7186  -0.5107  -0.0842
C  -2.3816  0.0326  -2.9131  -0.0860
C  -1.9668  -1.1292  -2.3131  -0.0508
C  -2.1665  1.2377  -2.2467  -0.0369
C  -1.3063  -1.0464  -1.0848  -0.0796
C  1.5425  -1.0872  2.2433  -0.5375
C  -1.5144  1.3110  -1.0949  -0.2537
C  0.8462  -0.3892  3.3665  0.0183
C  -1.2736  2.5005  -0.2267  -0.0377
C  3.3296  -0.9624  0.7265  -0.2053
N  -1.2349  0.1128  -0.4665  -0.1982
N  -0.9071  0.1595  0.7970  0.0664
O  1.3429  -2.1912  1.8103  0.0870
O  2.5597  -0.3005  1.7461  -0.0192
H  -2.9474  -0.1620  -3.7059  0.0550
H  -2.0093  -2.0549  -2.8866  0.1141
H  -2.4793  2.2739  -2.6531  0.1525
H  -0.8973  -1.8631  -0.4638  0.1394
H  0.0167  -1.0299  3.8002  0.1280
H  0.4780  0.4663  2.8902  0.0504
H  1.6273  -0.0051  3.9415  0.0693
H  -1.7940  3.4191  -0.5827  0.0889
H  -0.2678  2.9650  -0.1922  0.0960
H  -1.5952  2.2863  0.7362  0.0378
H  4.4530  -0.5616  0.7390  0.1761
H  3.3798  -1.9803  0.9860  0.0996
H  1.4990  -0.0096  -2.2002  0.0066
H  -0.9053  -0.8351  1.1264  0.0579

Forces on the atoms, in the same order (eV/Å):
2.8 -1.0 2.5
-2.1 0.4 -2.2
1.2 -0.1 3.1
1.5 -0.2 0.5
-1.2 2.5 -3.0
-0.5 -2.2 -1.4
0.7 -0.2 -0.3
1.0 0.0 2.2
-1.0 -2.0 -1.1
0.3 2.4 -2.2
2.7 1.7 1.1
0.4 1.0 1.6
0.4 -0.7 1.4
-0.4 0.0 0.2
0.0 -0.3 0.6
-2.1 0.4 -3.6
-0.2 0.1 0.5
0.4 -2.0 0.3
-0.4 0.3 -0.9
1.4 1.0 -0.2
-1.2 1.4 -0.6
0.9 0.2 1.9
-0.4 -0.9 -0.1
0.1 -1.2 0.1
-0.4 -0.3 1.8
-2.5 -0.5 0.1
0.1 -1.4 0.0
-1.4 0.8 -2.1
0.1 1.1 -0.4

=====

Relative energy (zero: lowest compared OMol25 entry of this formula, charge and spin), respectively: 0.869; 2.945; 0.000; 0.423; 3.480; 4.438 eV.